{
  "formula": "C2H5NOS",
  "method": "wB97M-V/def2-TZVPD",
  "species": ["S", "O", "N", "C", "C", "H", "H", "H", "H", "H"],
  "coordinates": [[0.61, -1.25, 0.00], [1.44, 1.17, -0.02], [-2.04, -0.07, -0.07], [-0.90, 0.91, 0.07], [0.45, 0.32, 0.02], [-0.93, 1.69, -0.62], [-1.85, -0.61, 0.78], [1.16, 2.01, -0.30], [-0.90, 1.34, 1.03], [-1.78, -0.57, -0.92]],
  "lowdin_charge": [0.81, 0.05, -0.02, -0.29, -0.94, 0.10, 0.05, 0.09, 0.11, 0.04],
  "e_above_lowest_kcal_mol": 34.3,
  "total_charge": 0,
  "smiles": "NCC(O)=S",
  "total_energy_ha": -607.35220,
  "homo_energy_ev": -8.83
}